*P*
{"formula": "H6N2", "method": "wB97M-V/def2-TZVPD", "e_lumo_ev": 1.25, "smiles": "N.N", "multiplicity": 1, "e_homo_ev": -10.20, "orbital_gap_ev": 11.5, "symbols": ["N", "H", "H", "H", "N", "H", "H", "H"], "coordinates": [[3.43, -0.45, -0.03], [3.65, 0.48, 0.34], [2.72, -0.33, -0.76], [4.28, -0.80, -0.49], [-3.26, 4.26, -2.83], [-3.42, 3.36, -3.31], [-4.10, 4.45, -2.27], [-2.49, 4.12, -2.17]]}

---

*Q*
{"formula": "H6N2", "method": "wB97M-V/def2-TZVPD", "e_lumo_ev": 1.31, "smiles": "N.N", "multiplicity": 1, "e_homo_ev": -9.38, "orbital_gap_ev": 10.7, "symbols": ["N", "H", "H", "H", "N", "H", "H", "H"], "coordinates": [[-0.27, 5.35, -0.39], [-0.33, 4.64, -1.15], [0.25, 5.05, 0.36], [-1.29, 5.58, -0.12], [0.43, -5.16, 0.30], [0.37, -5.51, -0.64], [-0.30, -5.34, 0.90], [1.15, -4.61, 0.74]]}

---

Taking the most stable structure as the zero point, the relative energies in kJ/mol are *P* 0.0; *Q* 48.1.

---

*P*
{"formula": "C2H5N3OS", "method": "wB97M-V/def2-TZVPD", "e_lumo_ev": 0.02, "smiles": "N#CC=S(N)(N)=O", "multiplicity": 1, "e_homo_ev": -9.05, "orbital_gap_ev": 9.1, "symbols": ["N", "C", "C", "S", "N", "N", "O", "H", "H", "H", "H", "H"], "coordinates": [[-1.60, 2.97, 0.65], [-1.42, 1.82, 0.68], [-1.13, 0.43, 0.79], [0.07, 0.04, -0.37], [-0.16, -1.55, -0.92], [1.60, -0.20, 0.23], [0.16, 0.71, -1.75], [-0.65, 0.06, 1.65], [-0.18, -2.14, -0.13], [-0.87, -1.46, -1.62], [1.97, -1.13, 0.11], [2.21, 0.44, 0.69]]}

---

*Q*
{"formula": "C2H5N3OS", "method": "wB97M-V/def2-TZVPD", "e_lumo_ev": 0.30, "smiles": "NNC(=S)NC=O", "multiplicity": 1, "e_homo_ev": -8.82, "orbital_gap_ev": 9.1, "symbols": ["N", "N", "C", "S", "N", "C", "O", "H", "H", "H", "H", "H"], "coordinates": [[0.27, 0.41, -2.30], [-0.19, -0.14, -1.11], [0.16, 0.36, 0.10], [1.46, 1.38, 0.43], [-0.52, -0.16, 1.21], [-1.31, -1.33, 1.23], [-1.51, -2.08, 0.27], [0.48, 1.38, -2.15], [1.13, -0.02, -2.60], [-1.03, -0.70, -1.20], [-0.25, 0.32, 2.08], [-1.69, -1.44, 2.21]]}

---

Taking the most stable structure as the zero point, the relative energies in kJ/mol are *P* 334.2; *Q* 0.0.